(1)
Formula: C8H17P2Tc
Source: the OMol25 dataset
Level of theory: ωB97M-V/def2-TZVPD

Computed properties:
E_HOMO (spin up / spin down), eV: -10.571 / -11.914
Energy above the lowest of the compared OMol25 structures with the same formula, charge and spin, eV: 0.3009
LUMO level (spin up / spin down), Eh: -0.117 / -0.163
Frontier orbital gap (spin up / spin down), eV: 7.4 / 7.5

The geometry in ORCA input format:
```
! wB97M-V def2-TZVPD RIJCOSX def2/J DEFGRID3
* xyz 1 4
C 1.090 -0.206 -1.805
C 0.272 0.400 -2.776
C -0.695 -0.622 -3.245
C -0.535 -1.815 -2.550
C 0.321 -1.559 -1.427
Tc -0.656 0.259 -0.781
P -0.410 2.692 -0.559
H 2.089 0.130 -1.432
H 0.378 1.439 -3.123
H -1.269 -0.443 -4.130
H 0.351 -2.395 -0.735
H -1.014 -2.761 -2.849
H -1.400 3.385 0.203
H -0.558 3.444 -1.840
H 0.781 3.246 -0.057
C -1.278 -1.433 1.924
P -0.026 -0.219 1.395
C -0.085 1.193 2.567
C 1.674 -0.914 1.677
H -2.320 -1.062 1.854
H -1.135 -1.739 2.959
H -1.272 -2.348 1.315
H -0.056 0.931 3.638
H 0.700 1.935 2.358
H -1.029 1.698 2.333
H 1.820 -1.317 2.691
H 1.765 -1.695 0.915
H 2.498 -0.225 1.476
*
```

Results of the natural (NBO) charge analysis, in e, for atoms 1 through 8:
1. C -0.343
2. C -0.352
3. C -0.233
4. C -0.173
5. C -0.403
6. Tc 0.430
7. P 0.136
8. H 0.273

---

(2)
Formula: C8H17PS
Source: the OMol25 dataset
Level of theory: ωB97M-V/def2-TZVPD

Computed properties:
E_HOMO, eV: -8.384
SMILES: C=CSP(C)C(CC)CC
Energy above the lowest of the compared OMol25 structures with the same formula, charge and spin, eV: 0.4419
LUMO level, Eh: 0.034
Frontier orbital gap, eV: 9.3

The geometry in ORCA input format:
```
! wB97M-V def2-TZVPD RIJCOSX def2/J DEFGRID3
* xyz 0 1
C 4.004 0.278 2.788
C 2.820 0.532 2.260
S 1.589 -0.705 2.010
P 0.032 0.531 1.278
C -1.305 -0.066 2.420
C -0.409 -0.478 -0.257
C 0.700 -0.271 -1.293
C 0.544 -1.153 -2.527
C -1.808 -0.122 -0.765
C -1.972 1.348 -1.129
H 4.730 1.062 2.924
H 4.285 -0.713 3.099
H 2.516 1.518 1.943
H -1.012 0.176 3.441
H -1.446 -1.143 2.330
H -2.234 0.454 2.195
H -0.410 -1.536 0.043
H 0.735 0.779 -1.591
H 1.658 -0.506 -0.818
H 0.442 -2.197 -2.238
H -0.328 -0.868 -3.109
H 1.420 -1.059 -3.165
H -2.539 -0.381 0.004
H -2.033 -0.740 -1.637
H -1.348 1.616 -1.977
H -3.007 1.558 -1.390
H -1.695 1.980 -0.286
*
```

Results of the natural (NBO) charge analysis, in e, for atoms 1 through 8:
1. C -0.428
2. C -0.339
3. S -0.045
4. P 0.689
5. C -0.946
6. C -0.481
7. C -0.419
8. C -0.604

---

(3)
Formula: C8H18BrN
Source: the OMol25 dataset
Level of theory: ωB97M-V/def2-TZVPD

Computed properties:
E_HOMO, eV: -6.662
Energy above the lowest of the compared OMol25 structures with the same formula, charge and spin, eV: 0.1217
LUMO level, Eh: -0.001
Frontier orbital gap, eV: 6.6

The geometry in ORCA input format:
```
! wB97M-V def2-TZVPD RIJCOSX def2/J DEFGRID3
* xyz 0 1
C 0.158 3.117 -1.297
C 0.558 2.097 -0.231
C -0.437 0.967 -0.113
N 0.090 -0.312 0.486
C 0.868 -0.072 1.728
C -1.027 -1.279 0.746
C -1.349 -1.944 -0.590
C -0.041 -1.832 -1.414
C 0.935 -1.039 -0.545
H -0.787 3.618 -1.090
H 0.014 2.627 -2.266
H 0.975 3.821 -1.440
H 0.668 2.600 0.731
H 1.566 1.743 -0.464
H -0.960 0.687 -1.028
H -1.239 1.244 0.578
H 0.238 0.431 2.454
H 1.719 0.564 1.479
H 1.314 -0.999 2.077
H -0.633 -1.950 1.505
H -1.897 -0.735 1.105
H -1.633 -2.984 -0.467
H -2.139 -1.383 -1.087
H 0.386 -2.816 -1.593
H -0.204 -1.364 -2.384
H 1.533 -1.731 0.044
H 1.562 -0.317 -1.057
Br -0.239 -2.763 4.133
*
```

Results of the natural (NBO) charge analysis, in e, for atoms 1 through 8:
1. C -0.600
2. C -0.432
3. C -0.211
4. N -0.195
5. C -0.413
6. C -0.246
7. C -0.423
8. C -0.431

---

(4)
Formula: C8H18CaF3N5O15
Source: the OMol25 dataset
Level of theory: ωB97M-V/def2-TZVPD

Computed properties:
E_HOMO, eV: -2.506
LUMO level, Eh: 0.133
Frontier orbital gap, eV: 6.1

The geometry in ORCA input format:
```
! wB97M-V def2-TZVPD RIJCOSX def2/J DEFGRID3
* xyz -2 1
Ca 0.906 -0.333 -0.539
C -0.439 2.968 3.974
C -1.190 2.020 2.990
C -0.438 1.887 1.658
O -0.898 0.771 0.826
C -2.266 0.885 0.357
N -1.111 0.541 3.700
H -1.301 0.511 4.692
H -1.759 -0.094 3.256
H -0.230 0.062 3.582
H -0.755 3.952 3.628
H 0.638 3.068 3.840
H -0.743 2.910 5.019
H -2.254 2.235 2.890
H 0.638 1.792 1.799
H -0.557 2.787 1.055
H -2.274 1.308 -0.647
H -2.843 1.671 0.844
H -2.881 -0.015 0.344
N 3.495 2.220 0.078
O 2.592 1.572 -0.346
O 3.410 3.050 0.957
O 4.600 2.033 -0.423
N -1.281 -2.508 1.008
O -1.813 -1.811 1.847
O -0.721 -1.914 0.116
O -1.336 -3.738 1.059
N 0.116 2.398 -2.225
O 0.270 1.241 -1.889
O 0.624 2.757 -3.265
O -0.444 3.190 -1.550
N 1.925 -1.471 2.664
O 1.484 -0.775 3.563
O 1.839 -1.089 1.489
O 2.281 -2.618 2.919
C 1.717 -2.270 -2.893
O 0.451 -1.606 -2.743
O 2.388 -1.743 -1.772
C 1.285 -3.772 -2.978
F 0.425 -4.118 -3.920
F 2.395 -4.531 -3.194
F 0.895 -4.258 -1.803
C -0.338 -1.314 -3.927
C -1.816 -0.953 -3.385
H -1.651 -0.351 -2.491
H -2.376 -0.365 -4.111
H -2.383 -1.810 -3.020
H -0.372 -2.036 -4.743
H 0.014 -0.414 -4.430
H 2.082 -1.924 -3.861
*
```

Results of the natural (NBO) charge analysis, in e, for atoms 1 through 8:
1. Ca 1.809
2. C -0.649
3. C -0.017
4. C -0.127
5. O -0.573
6. C -0.275
7. N -0.729
8. H 0.399

---

Number 1 is which compound?
C8H17P2Tc